88
Properties=species:S:1:pos:R:3:forces:R:3 method="wB97M-V/def2-TZVPD" multiplicity=5 e_lumo_ev="0.21 / -1.57"
Ir 0.94786 0.51728 1.85898 -1.0 -2.5 -2.2
Cl 1.34398 -1.23604 0.24719 0.3 -0.2 1.5
Cl 5.17201 1.26782 4.99124 0.2 -0.1 0.2
Cl 3.99585 3.72341 6.59410 0.0 0.0 0.0
Cl 2.10714 1.83811 0.35671 0.8 1.5 -1.1
Cl -0.78147 2.96851 4.21866 -0.2 0.2 -0.2
Cl 0.99210 4.49607 6.18118 -0.2 0.6 0.5
Cl 3.15897 -0.33971 2.98597 1.2 0.2 0.7
Si -0.57112 -0.06776 -2.30171 0.1 -0.7 -1.0
O -0.88537 1.53726 1.55169 -0.8 2.6 -0.3
O -0.43916 -0.26874 3.61111 -0.8 -0.4 2.9
O -2.52126 -1.60169 1.75240 0.1 -1.0 0.9
O 1.03300 -0.64029 -2.54263 -1.2 0.0 -0.1
N -1.59589 3.52736 0.66647 0.2 -0.3 0.6
N -1.52493 -0.07942 5.64544 0.3 0.1 -0.4
N -1.70609 -3.73309 2.01626 -0.3 0.3 0.5
C -0.70058 2.77509 1.30192 -0.4 -0.8 -0.6
C -1.52450 -0.61575 -0.77667 0.7 -0.1 0.5
C 0.91344 2.65022 4.22197 1.7 -0.2 0.5
C 1.68976 3.29254 5.20773 0.6 -0.7 -0.3
C 1.40858 0.15199 -4.84615 0.3 0.0 0.2
C 1.52092 1.67824 3.43142 0.0 0.0 1.7
C 2.76547 1.17401 3.77725 0.1 1.1 0.7
C 3.57271 1.80548 4.71984 -0.6 0.3 0.1
C -0.13592 0.38703 -6.68824 0.3 -0.4 0.5
C -2.98755 3.09743 0.67364 -0.3 -0.4 -0.5
C 3.01114 -2.72092 -2.78987 -0.3 -0.4 0.4
C 3.09284 -3.85427 -5.58106 0.1 -0.6 -0.2
C 3.03038 2.90944 5.43435 -0.4 -0.7 -0.9
C -2.28331 -2.57943 2.45554 -0.2 0.3 -0.7
C 1.92596 1.43026 -5.08476 -0.6 -0.4 -0.5
C 1.37491 2.19279 -6.11448 0.2 0.0 0.2
C 2.51967 -2.53170 -5.22487 0.0 0.8 1.0
C -1.16943 4.69829 -0.10814 0.0 -0.1 0.2
C -1.47236 -0.06805 7.10493 0.1 0.0 0.0
C -1.49842 -4.86362 2.90235 0.0 0.0 0.0
C -1.74488 -0.85467 -3.56276 0.0 0.1 -0.5
C -1.40824 -3.90590 0.61368 0.1 -0.3 -0.4
C 1.93923 -0.60206 -3.65089 0.2 -0.3 -0.2
C -0.43772 -0.26739 4.87158 -0.2 0.0 -1.3
C 2.45917 -2.00802 -3.98027 -0.2 0.2 -0.9
C -0.49362 1.78270 -2.49623 -0.1 0.0 0.1
C 0.33149 1.67941 -6.89703 0.2 0.2 0.0
C -2.81073 0.34585 5.11315 -0.3 -0.1 0.1
C 0.43622 -0.39887 -5.67835 -0.2 0.4 -0.3
H 2.76312 -3.78433 -2.89254 0.3 0.1 0.3
H -0.65782 -0.70614 7.46954 -0.2 0.2 -0.1
H -1.62900 0.15050 -0.00715 0.0 -0.1 -0.1
H -1.36680 -1.84687 -3.86406 -0.2 0.3 0.1
H -0.33835 2.06874 -3.53491 0.0 0.0 -0.1
H -1.54426 -4.96027 0.36745 -0.1 0.0 0.0
H -0.09071 2.27086 -7.70739 0.1 0.0 0.2
H -2.57323 -2.62580 3.52935 0.2 0.0 -0.2
H -2.53764 -1.00978 -0.98729 0.7 0.2 -0.1
H -2.43851 -0.46238 7.45834 0.5 0.1 0.1
H 0.48064 -0.41849 5.47737 -0.2 -0.1 -0.4
H -2.96919 0.01032 4.08637 0.2 0.1 0.1
H 0.34302 2.16001 -1.90273 -0.1 0.1 0.1
H -0.92553 4.40128 -1.13998 -0.2 0.1 0.3
H -1.97161 5.44273 -0.10199 0.2 -0.1 0.0
H -0.94780 -0.04148 -7.27496 0.2 0.2 -0.1
H 2.78452 -4.11409 -6.59694 0.1 -0.1 0.1
H -1.35154 0.95689 7.49765 0.0 -0.3 -0.1
H -2.10209 -3.31995 0.00992 0.2 0.1 0.1
H 2.55239 -2.34079 -1.86490 0.2 -0.2 -0.3
H -0.91573 -1.38837 -0.29229 -0.7 0.1 -0.1
H -3.56085 -0.10069 5.77724 -0.1 0.1 -0.4
H -1.85623 -0.23237 -4.45851 0.0 -0.3 0.0
H 0.15460 -1.44851 -5.55439 -0.1 0.6 0.1
H -0.45748 -4.95780 3.23591 -0.1 0.1 0.0
H -3.13503 2.20163 0.04795 0.0 0.3 0.2
H -0.37502 -3.64906 0.35427 -0.2 0.2 0.1
H 2.77730 1.75846 -4.48320 -0.4 0.2 -0.1
H -1.44034 2.22005 -2.16196 0.1 0.1 0.1
H -3.58971 3.92701 0.29163 0.0 -0.2 0.1
H 2.83215 -0.06209 -3.28987 -0.2 0.0 0.0
H 1.78509 3.18998 -6.27651 -0.3 -0.2 -0.2
H 4.18793 -3.89492 -5.54398 -0.1 0.1 0.0
H -3.30436 2.85804 1.70013 0.2 0.1 -0.3
H -1.74391 -5.78410 2.36949 -0.1 0.0 0.0
H 2.15574 -1.98195 -6.08174 0.0 0.2 0.2
H -2.73762 -0.98366 -3.10317 0.4 0.0 -0.2
H 4.10182 -2.60832 -2.70368 -0.2 -0.1 -0.1
H -2.16053 -4.78806 3.76953 0.2 0.0 0.0
H -0.26866 5.11965 0.34530 -0.1 0.0 0.0
H 2.72447 -4.64455 -4.92865 0.0 -0.1 0.1
H 0.21965 3.29196 1.59320 0.0 -0.2 -0.4
H -2.92315 1.43747 5.18948 0.1 -0.3 -0.1

109
Properties=species:S:1:pos:R:3:forces:R:3 method="wB97M-V/def2-TZVPD" de_lowest_ev=0.000 e_lumo_ev=-1.17
Se -1.88974 -0.51648 0.63494 0.0 -0.1 -0.2
As 2.80316 0.74279 -0.91888 1.4 0.5 -0.6
Ti 0.44846 -0.16618 -0.30574 -0.9 0.5 -0.3
Cl 3.20104 -5.71709 2.80591 0.0 0.0 0.0
Cl 1.40142 -6.96294 0.50085 0.0 0.0 0.0
Si 4.00454 -0.97869 -2.08447 0.1 -0.2 -0.2
Si 4.48784 1.26174 0.72833 0.2 0.1 0.2
Si 3.11079 2.85474 -2.11681 -0.1 0.3 0.0
F -6.35735 3.33238 -0.65238 0.0 0.0 0.0
F -4.75718 3.80657 1.49581 0.0 0.0 0.0
F -0.09743 1.64718 -1.21717 -0.3 0.0 0.0
F -5.88243 1.19158 -2.24835 0.0 0.0 0.0
F -3.85724 -0.47663 -1.70570 -0.1 0.0 0.1
F -2.73916 2.14748 2.06359 0.0 0.0 0.0
F -2.06180 1.42281 -2.45826 0.1 0.0 -0.1
F -0.52704 3.01976 -3.03359 0.1 0.0 0.0
F -1.75704 3.26572 -1.11666 0.0 0.0 0.0
O -1.85587 -0.72163 8.48144 0.0 0.0 0.0
O -1.28781 -3.39006 -1.85695 0.0 0.0 0.1
O 2.11214 -1.01625 3.41596 -0.1 0.0 0.0
N -0.89402 -2.75428 8.57190 0.0 0.0 0.0
N 0.29244 -2.07546 -0.76805 -0.1 -0.4 0.4
N -0.94885 -1.50770 3.63402 0.1 -0.1 0.0
N 0.36887 -0.45223 -2.67777 -0.6 0.1 0.2
N 0.61589 1.37488 1.33103 0.1 -0.1 0.3
N 1.45626 -1.09881 1.19259 -0.3 -0.2 0.2
C -0.74062 -2.75188 5.66462 0.0 0.0 0.0
C 1.48402 -5.25256 0.74290 0.0 0.0 0.0
C 4.88147 3.47824 -2.13426 0.1 -0.2 0.1
C 0.75826 -4.42739 -0.10166 0.0 0.0 -0.1
C 0.80801 2.93769 3.62767 0.0 0.0 0.0
C 2.30304 -3.33607 1.95561 0.0 0.0 0.0
C 6.19986 1.33764 -0.05835 -0.1 -0.1 -0.1
C -5.10270 1.41420 -1.18772 0.0 0.0 0.0
C 0.17734 3.41166 2.49043 0.0 0.0 0.0
C -1.40902 -0.48298 4.34667 0.0 0.0 -0.1
C -3.49062 1.88204 0.98332 0.0 -0.1 0.1
C -0.65663 -1.30217 -2.78725 0.1 -0.3 0.0
C -1.54892 -0.51406 5.72423 0.0 0.0 0.0
C 2.62728 2.98074 -3.92680 -0.1 -0.2 0.0
C 1.32685 1.65471 3.60243 0.0 0.0 0.0
C -0.63296 -2.62007 4.28890 0.0 0.0 0.0
C 4.98588 -1.95079 -0.82617 0.0 0.1 0.1
C 2.26475 -4.70805 1.75550 0.0 0.0 0.0
C -4.05703 0.56179 -0.89219 0.1 0.0 0.0
C 0.60576 0.35919 -3.70322 0.1 0.0 0.0
C 1.57321 -2.50358 1.11608 0.0 0.0 0.1
C 0.83173 -3.05124 0.06770 0.0 -0.1 0.0
C -1.34982 -1.66370 7.90536 0.0 0.0 0.0
C -1.30810 -0.42970 -4.88815 0.0 0.0 0.0
C 1.65655 -0.50393 2.41319 0.0 0.0 -0.1
C 4.06385 2.93715 1.45566 -0.1 0.0 -0.1
C -4.53151 2.74881 0.71136 0.0 0.0 0.0
C 4.65193 0.05261 2.14598 -0.2 -0.1 0.0
C -5.34404 2.51166 -0.37997 0.0 0.0 0.0
C -0.64645 -2.37387 -1.74191 0.2 -0.1 -0.1
C -3.21990 0.77600 0.19631 0.0 0.1 -0.1
C -1.19921 -1.67090 6.40539 0.0 0.0 0.0
C 0.09113 2.60316 1.36930 0.1 0.1 -0.1
C 5.09652 -0.18727 -3.38562 0.0 0.1 0.1
C 1.20933 0.91908 2.44013 -0.1 -0.1 0.0
C 2.92230 -2.21229 -2.98306 -0.1 0.1 0.0
C -1.52935 -1.32246 -3.85551 0.0 0.0 0.0
C 2.07334 4.08106 -1.15169 0.0 -0.1 0.1
C -0.19339 0.39330 -4.83017 0.0 0.0 0.0
B -1.20008 2.38515 -2.01389 0.1 0.1 0.0
H -0.26638 -3.44416 3.68607 0.0 0.0 0.0
H 6.72810 2.21989 0.31077 0.0 0.0 0.0
H 3.02717 3.94004 -4.26608 0.0 0.0 0.0
H 0.14027 -4.85356 -0.87514 0.0 0.0 0.0
H 5.35869 3.54819 -1.16147 0.0 0.0 0.0
H 4.01523 0.31890 2.98734 0.1 0.0 0.0
H 1.47210 0.99075 -3.61233 -0.1 0.1 0.0
H 1.09733 4.20276 -1.61896 -0.1 0.0 0.0
H 2.87831 -2.93338 2.77135 0.0 0.0 0.0
H 5.82495 0.51016 -2.97475 0.0 0.0 0.0
H 0.88028 3.54711 4.51867 0.0 0.0 0.0
H -2.34954 -2.02583 -3.84644 0.0 0.0 0.0
H 5.69056 0.08729 2.48388 0.0 0.0 0.0
H 3.46855 -3.15765 -3.03546 0.1 0.0 0.0
H 1.91747 3.76383 -0.12210 0.0 0.1 0.0
H -1.67999 0.40267 3.77922 0.0 0.0 0.0
H 2.56680 5.05606 -1.12959 0.0 0.0 0.0
H 4.41976 -0.97843 1.87890 0.0 0.0 0.0
H -1.98796 -0.37832 -5.72782 0.0 0.0 0.0
H 6.18396 1.39318 -1.14164 0.1 0.0 0.0
H 4.19814 3.75564 0.74928 0.0 0.0 0.0
H 4.71106 3.12088 2.31750 0.0 0.0 0.0
H 1.98254 -2.40395 -2.47137 0.0 -0.1 0.0
H 5.53920 -2.74524 -1.33264 0.0 0.0 0.0
H 3.05996 2.20589 -4.56337 0.0 0.0 0.0
H -0.26774 4.39591 2.45671 0.0 0.0 0.0
H 3.03087 2.96938 1.80702 0.0 0.0 0.0
H -0.42318 2.95112 0.48966 0.0 0.0 0.0
H 5.64302 -0.96403 -3.92595 0.0 0.0 0.0
H 4.30944 -2.42448 -0.10887 0.0 0.0 0.0
H -0.46521 -3.69447 6.11861 0.0 0.0 0.0
H 1.54851 3.00490 -4.06488 0.0 0.0 0.0
H 6.78728 0.46233 0.22124 0.0 0.0 0.0
H 4.83162 4.48556 -2.55623 0.0 0.0 0.0
H 4.48540 0.35483 -4.11124 0.0 0.0 0.0
H 5.69989 -1.34497 -0.27048 0.0 0.0 0.0
H -0.40733 -3.50601 8.12340 0.0 0.0 0.0
H 2.69841 -1.88999 -4.00167 0.0 0.0 0.0
H -0.95744 -2.74694 9.57500 0.0 0.0 0.0
H 5.52044 2.88060 -2.78696 0.0 0.0 0.0
H 1.80444 1.19173 4.45440 0.0 0.0 0.0
H 0.04245 1.08174 -5.62941 0.0 0.0 0.0
H -1.92418 0.33561 6.27722 0.0 0.0 0.0